Formula: C4H11NOS
Source: the Open Molecules 2025 dataset
Level of theory: ωB97M-V with the def2-TZVPD basis set

Each line ends with the Löwdin charge.
Element x y z (Å)
C -0.44455 -0.79461 2.13134  -0.04
C 0.73540 -0.13419 1.45897  -0.58
N 1.94498 -0.88289 1.77941  0.11
O 0.78343 0.96211 0.96941  -0.01
H -0.61324 -1.67753 1.50659  0.07
H -1.34342 -0.06044 2.23148  0.11
H -0.53330 -1.19236 3.18473  0.09
H 2.85068 -0.79291 1.28772  0.11
H 1.93391 -1.23746 2.69652  0.05
C -0.48649 1.80893 -1.55315  -0.48
S -0.25686 0.09428 -1.49770  0.73
C -1.66064 -1.03149 -1.57586  -0.42
H -0.55765 2.21085 -0.58132  -0.02
H 0.50479 2.04659 -2.21503  0.08
H -1.33845 2.29436 -2.21712  0.08
H -1.87416 -1.06767 -2.66230  0.01
H -2.39191 -0.53840 -0.89392  0.04
H -1.27210 -2.10202 -1.35309  0.07

Values from the calculation:
HOMO level	-7.711	eV
frontier orbital gap	8.55	eV
structure (SMILES)	CC(N)=O.CSC


Formula: C4H11NOS2
Source: the Open Molecules 2025 dataset
Level of theory: ωB97M-V with the def2-TZVPD basis set

Each line ends with the Löwdin charge.
Element x y z (Å)
N 0.61077 -2.00546 -0.56155  0.12
C 0.29004 -0.75506 -0.99891  -0.46
C -1.03275 -0.68715 -1.75680  -0.19
O -1.07738 -1.72540 -2.73858  -0.05
C 1.03236 0.40261 -0.83172  0.04
S -1.25685 -0.16624 1.50228  0.05
S 0.46821 0.45928 2.51674  0.27
C 0.00493 2.21512 2.60269  -0.53
H 1.57700 -2.10885 -0.27300  0.12
H 0.01122 -2.22194 0.23060  0.09
H 0.20123 0.05440 0.11837  -0.01
H -1.85926 -0.84068 -1.06476  0.09
H -1.12777 0.27884 -2.24591  0.13
H -0.32527 -2.29659 -2.53718  0.07
H 0.70380 1.39794 -1.08439  0.11
H 2.08965 0.27052 -0.63467  0.10
H -0.90900 2.39462 3.16676  0.02
H -0.23533 2.53758 1.58765  0.00
H 0.83439 2.79648 3.00238  0.02

Values from the calculation:
HOMO level	-7.203	eV
frontier orbital gap	7.07	eV


Formula: C4H11NOS2
Source: the Open Molecules 2025 dataset
Level of theory: ωB97M-V with the def2-TZVPD basis set

Each line ends with the Löwdin charge.
Element x y z (Å)
C -1.63264 1.95443 1.03050  -0.36
S -0.32480 0.76718 1.33204  0.69
S -1.16872 -0.44602 2.65799  0.70
C -0.20813 -1.94269 2.40614  -0.38
H -2.42126 1.50683 0.43536  0.07
H -2.02870 2.32252 1.97540  0.06
H -1.14442 2.79563 0.53903  0.06
H 0.85696 -1.73488 2.38811  0.06
H -0.43527 -2.58319 3.25450  0.06
H -0.55299 -2.40909 1.48475  0.05
C 1.82281 1.03537 -1.94361  -0.37
N 1.52203 -0.28192 -2.08867  -0.02
C 0.15157 -0.71896 -1.96933  -0.09
O 0.98907 1.91617 -1.90423  0.00
H 2.90015 1.22195 -1.83545  0.14
H 2.28696 -0.92335 -1.96963  0.13
H 0.10218 -1.59715 -1.32304  0.08
H -0.28969 -0.98039 -2.92916  0.09
H -0.42510 0.09756 -1.54068  0.05

Values from the calculation:
HOMO level (alpha / beta)	-12.940 / -12.939	eV
spin multiplicity	2
expectation value of S²	0.75
charge	+1
frontier orbital gap (alpha / beta)	8.92 / 5.43	eV


Formula: C4H11NP
Source: the Open Molecules 2025 dataset
Level of theory: ωB97M-V with the def2-TZVPD basis set

Each line ends with the Löwdin charge.
Element x y z (Å)
C 1.78623 0.41221 0.16484  -0.01
N 0.36012 0.27033 0.38663  -0.23
C -0.19171 -0.96918 -0.24881  -0.22
C -1.56682 -1.14844 0.37370  -0.44
P -2.54820 0.48079 0.03544  0.97
C -0.48462 1.45732 0.02785  -0.15
H 2.21466 0.18094 -0.86106  0.14
H 1.98856 1.38002 0.29440  0.05
H 2.43924 -0.27029 0.83347  0.15
H 0.31530 -0.02681 1.30824  0.14
H 0.27615 -1.93155 0.02692  0.15
H -0.42608 -0.75232 -1.36137  0.16
H -2.27847 -1.98449 -0.14004  0.14
H -1.65497 -1.23697 1.50760  0.09
H -2.66920 0.14436 -1.28123  -0.12
H -0.49795 2.24157 0.78433  0.07
H -0.16480 2.01090 -0.92571  0.12

Values from the calculation:
HOMO level	-13.902	eV
charge	+1
frontier orbital gap	10.45	eV
structure (SMILES)	C[N@@H+]1CCPC1


Formula: C4H11NP2
Source: the Open Molecules 2025 dataset
Level of theory: ωB97M-V with the def2-TZVPD basis set

Each line ends with the Löwdin charge.
Element x y z (Å)
C -0.19144 1.58549 -0.95342  -0.12
C -0.93712 0.16728 0.97189  -0.13
C 1.56700 0.50110 0.42438  -0.13
C 0.16129 0.32173 -0.14785  -0.83
N -1.39912 -1.44663 -1.54227  -0.88
P -2.81923 -1.79898 -1.95717  0.57
P 0.10845 -1.24072 -1.13170  0.87
H -0.22988 2.51254 -0.33870  0.09
H 0.61898 1.66197 -1.59043  0.04
H -1.19354 1.43767 -1.43958  0.08
H -0.63676 0.70185 1.95663  0.11
H -1.35199 -0.85954 1.11220  0.06
H -1.80775 0.74323 0.62893  0.06
H 1.53325 1.56550 0.73488  0.09
H 1.49890 -0.20290 1.28352  0.07
H 2.40339 0.21532 -0.11834  0.04
H 1.38932 -3.07563 1.44802  0.04
H 1.28626 -2.78928 0.65899  -0.05

Values from the calculation:
HOMO level (alpha / beta)	-6.638 / -9.146	eV
spin multiplicity	3
expectation value of S²	2.03
frontier orbital gap (alpha / beta)	6.37 / 7.70	eV


Formula: C4H11NS
Source: the Open Molecules 2025 dataset
Level of theory: ωB97M-V with the def2-TZVPD basis set

Each line ends with the Löwdin charge.
Element x y z (Å)
C -1.32056 -1.66793 -0.91950  -0.18
C -0.95477 -0.58767 0.03371  -0.92
S -1.08473 -1.02056 1.73849  0.70
C 0.27310 0.15754 -0.45120  -0.28
C 0.77599 1.32048 0.49636  -0.42
N 1.86414 1.98923 -0.10697  -0.07
H -0.61905 -2.64655 -0.57976  0.12
H -1.05516 -1.39681 -2.05807  0.11
H -2.53893 -1.82092 -0.79152  0.13
H -1.53903 0.38916 0.04205  0.11
H -0.60784 -2.48464 1.55011  -0.02
H -0.06854 0.59432 -1.36318  0.08
H 1.30550 -0.38178 -0.87459  0.17
H 1.05176 0.81422 1.50342  0.09
H -0.02215 2.19056 0.87949  0.16
H 2.79274 1.65630 0.24450  0.07
H 1.74754 2.89504 0.65666  0.15

Values from the calculation:
HOMO level	-8.904	eV
frontier orbital gap	9.72	eV
structure (SMILES)	C[C@@H](S)CCN


Formula: C4H11NS
Source: the Open Molecules 2025 dataset
Level of theory: ωB97M-V with the def2-TZVPD basis set

Each line ends with the Löwdin charge.
Element x y z (Å)
C -0.06201 0.57768 2.19216  -0.18
C -1.11445 1.30527 1.31865  -0.46
S -1.48386 0.35191 -0.35989  0.77
C 0.22680 0.53560 -1.04401  -0.52
N 1.10063 -0.66551 -1.09926  -0.16
C 0.57691 -1.73694 -1.89347  -0.18
H -0.26340 -0.48559 2.07729  0.05
H 1.00974 0.75934 1.97070  0.07
H -0.27611 0.67618 3.28026  0.07
H -1.98135 1.31929 1.96406  0.05
H -0.91832 2.33905 0.99912  0.06
H -0.08257 0.75233 -2.08593  0.06
H 0.83590 1.35283 -0.59323  0.09
H 1.18120 -0.91992 -0.16173  0.05
H 1.08517 -2.65251 -1.69296  0.06
H -0.48263 -1.96319 -1.80617  0.05
H 0.64836 -1.54583 -3.06559  0.12

Values from the calculation:
HOMO level	-8.672	eV
frontier orbital gap	9.65	eV
structure (SMILES)	CCSCNC


Formula: C4H11NS
Source: the Open Molecules 2025 dataset
Level of theory: ωB97M-V with the def2-TZVPD basis set

Each line ends with the Löwdin charge.
Element x y z (Å)
C -3.35056 2.67352 1.83492  -0.05
C -2.94991 1.56143 2.62582  -0.35
N -3.68270 0.48770 2.85183  0.02
H -4.39987 2.87963 1.66954  0.01
H -2.49161 3.14631 1.18683  0.06
H -1.93275 1.50918 2.92639  0.08
H -4.66442 0.41371 3.06078  0.10
H -2.98383 -0.19441 3.28681  0.13
C 3.41441 -1.45305 -2.82851  -0.37
S 2.63830 -0.72237 -1.19634  0.67
C 0.91618 -1.26115 -1.50423  -0.50
H 3.29416 -0.62366 -3.54525  0.01
H 2.76760 -2.40223 -3.22205  0.09
H 4.49300 -1.60176 -2.63561  0.01
H 0.36814 -0.97746 -0.47462  0.07
H 0.30636 -0.80892 -2.22324  -0.01
H 0.62864 -2.32080 -1.61889  0.03

Values from the calculation:
HOMO level	-7.560	eV
frontier orbital gap	8.26	eV
structure (SMILES)	C=CN.CSC


Formula: C4H11NS
Source: the Open Molecules 2025 dataset
Level of theory: ωB97M-V with the def2-TZVPD basis set

Each line ends with the Löwdin charge.
Element x y z (Å)
N 2.90859 -0.07037 -0.13518  -0.04
C 1.56232 -0.54752 -0.06467  -0.33
C 0.52396 0.64406 0.00542  -0.18
C -0.75151 -0.06692 0.28123  -0.32
C -2.05435 0.69642 0.00721  -0.60
S -3.47264 -0.36331 -0.23656  0.71
H 3.45167 -0.97691 0.06116  0.10
H 3.11463 0.13281 -1.14771  0.09
H 1.35400 -1.28707 -0.76153  0.08
H 1.42276 -1.16876 0.84030  0.12
H 0.83158 1.38310 0.70856  0.10
H 0.40929 1.21477 -0.86924  0.09
H -0.81142 -0.43797 1.22407  0.07
H -0.76361 -0.96115 -0.41239  0.12
H -2.15591 1.70173 0.53302  0.11
H -1.93888 1.06365 -0.97887  0.03
H -3.63049 -0.95656 0.94518  -0.16

Values from the calculation:
HOMO level	-9.029	eV
frontier orbital gap	9.97	eV
structure (SMILES)	NCCCCS


Formula: C4H11NS
Source: the Open Molecules 2025 dataset
Level of theory: ωB97M-V with the def2-TZVPD basis set

Each line ends with the Löwdin charge.
Element x y z (Å)
C 0.09670 2.04305 1.68002  -0.12
C -0.02971 0.69552 0.92344  -0.44
N 0.04807 -0.29071 2.10809  -0.03
C 1.04413 0.51082 -0.25290  -0.21
C 0.62733 -0.90690 -0.82243  -0.57
S -0.91928 -1.05361 -1.88187  0.63
H 1.12804 2.09901 2.18217  0.09
H -0.04348 2.99992 1.16665  0.06
H -0.56895 2.00154 2.57750  0.07
H -1.08483 0.62645 0.33132  0.14
H -0.65680 -1.11288 2.04977  0.10
H 0.95496 -0.82439 2.22252  0.08
H 2.01678 0.43060 0.24500  0.10
H 1.10239 1.32368 -1.02059  0.11
H 0.36306 -1.54696 0.07824  0.05
H 1.45991 -1.42996 -1.36744  0.06
H -0.72982 0.27072 -2.28053  -0.12

Values from the calculation:
HOMO level	-9.025	eV
frontier orbital gap	9.97	eV
structure (SMILES)	C[C@H](N)CCS


Formula: C4H11NS2
Source: the Open Molecules 2025 dataset
Level of theory: ωB97M-V with the def2-TZVPD basis set

Each line ends with the Löwdin charge.
Element x y z (Å)
C 2.35568 -0.79577 -1.37273  -0.19
C 1.93880 -0.02977 -0.11892  -0.57
S 1.16077 -1.19161 1.07347  0.49
S -0.94369 -1.62135 1.15922  0.47
C -1.70397 -0.49849 -0.10038  -0.51
C -1.48157 0.95878 0.32142  -0.37
N -1.78573 1.21175 1.72593  -0.02
H 2.92258 -0.17748 -2.07484  0.07
H 1.51274 -1.18427 -1.94211  0.06
H 2.98314 -1.61043 -1.01787  0.06
H 1.36330 0.87320 -0.31065  0.05
H 2.83128 0.29733 0.41554  0.06
H -2.70385 -0.86838 -0.32287  0.07
H -1.15271 -0.73490 -1.01138  0.05
H -2.17879 1.52720 -0.30967  0.11
H -0.48222 1.22784 0.01233  0.06
H -2.39192 0.50536 2.11317  0.04
H -2.24383 2.11101 1.76033  0.06

Values from the calculation:
HOMO level	-7.734	eV
frontier orbital gap	8.21	eV
structure (SMILES)	CCSSCCN


Formula: C4H11NS2
Source: the Open Molecules 2025 dataset
Level of theory: ωB97M-V with the def2-TZVPD basis set

Each line ends with the Löwdin charge.
Element x y z (Å)
C 0.70928 -3.02220 0.32568  -0.18
C -0.29564 -2.10440 -0.35401  -0.62
S -0.83383 -0.65461 0.62689  0.50
S 1.03989 0.24093 0.92589  0.49
C 0.90268 1.94470 0.03868  -0.46
C -0.42224 2.32759 -0.54150  -0.37
N -1.54547 2.40466 0.42202  -0.03
H 0.32359 -3.53122 1.20280  0.07
H 0.89710 -3.77840 -0.45472  0.07
H 1.70652 -2.58606 0.34504  0.05
H 0.18907 -1.70849 -1.22914  0.06
H -1.27340 -2.56300 -0.50872  0.06
H 1.32389 2.59570 0.79800  0.06
H 1.61240 1.59474 -0.70263  0.04
H -0.31717 3.25328 -1.12420  0.10
H -0.74526 1.65595 -1.34392  0.10
H -2.08196 1.57666 0.20631  0.00
H -1.18944 2.35416 1.36755  0.05

Values from the calculation:
HOMO level	-8.322	eV
frontier orbital gap	8.91	eV
structure (SMILES)	CCSSCCN


We obtain maximum force values of 4.838 1.969 0.674 5.027 3.871 6.277 3.075 7.168 3.246 2.947 2.034 2.484 eV Å⁻¹ for the records listed above, in that order.
We obtain energy relative to the best compared isomer or geometry (same formula, charge and spin) values of 65.2 90.0 0.0 56.8 0.0 82.1 28.1 70.2 27.7 31.5 30.2 22.7 kcal per mole for the records listed above, in that order.